Molecular formula: HO2P
Method: DFT, the ωB97M-V functional and the def2-TZVPD basis

The geometry in XYZ format:
```
4
Properties=species:S:1:pos:R:3:lowdin_charge:R:1
O 0.9977 0.0809 -0.4382 -0.441
O 0.5468 -0.9255 0.4809 -0.363
P -0.5907 -0.1050 -0.5349 0.857
H -0.9539 0.9496 0.4922 -0.053
```

The value obtained for the energy relative to the best compared isomer or geometry (same formula, charge and spin) is 90.1 kcal per mole. Its structure (SMILES) is o1o[pH]1. As for the LUMO energy: -0.449 eV. Its spin multiplicity is 1.

***

Molecular formula: C19H25N3O5S
Method: DFT, the ωB97M-V functional and the def2-TZVPD basis

The geometry in XYZ format:
```
53
Properties=species:S:1:pos:R:3:lowdin_charge:R:1
C -2.4599 -1.8579 5.4405 -0.104
C -1.4401 -1.3077 6.4319 -0.254
C 0.0079 -1.6256 6.0490 -0.185
C 0.6494 -0.6414 5.0651 -0.150
N 0.0053 -0.6029 3.7635 -0.091
C -0.7690 0.5679 3.4295 -0.043
C 0.2519 -1.6172 2.9169 -0.439
O 0.8698 -2.6180 3.2449 0.067
C -0.2862 -1.5034 1.5182 -0.051
C -0.9942 -2.5491 1.0298 0.005
N -1.4433 -2.6049 -0.2473 0.096
C -1.1763 -1.6052 -1.1420 -0.171
C -1.6489 -1.6792 -2.4586 0.006
C -1.3722 -0.6638 -3.3450 -0.039
C -0.6267 0.4326 -2.9275 -0.258
S -0.2940 1.7682 -4.0731 0.679
O -0.6544 1.3191 -5.3919 -0.287
O -0.8993 2.9700 -3.5823 -0.271
N 1.3633 1.9092 -3.8740 -0.239
C 1.9115 3.2503 -3.9448 -0.164
C 2.1392 3.6604 -5.4012 -0.182
O 2.9595 2.7236 -6.0660 -0.126
C 2.3719 1.4405 -6.0653 -0.188
C 2.1330 0.9452 -4.6347 -0.163
C -0.1531 0.5218 -1.6423 0.032
C -0.4154 -0.4983 -0.7259 -0.042
C 0.1142 -0.3988 0.6506 -0.330
O 0.8310 0.5251 1.0004 0.073
H -3.4709 -1.6260 5.7700 0.069
H -2.3632 -2.9392 5.3688 0.075
H -2.3175 -1.4389 4.4492 0.050
H -1.6447 -1.7495 7.4100 0.101
H -1.5659 -0.2271 6.5344 0.099
H 0.6261 -1.6156 6.9490 0.110
H 0.0624 -2.6256 5.6187 0.104
H 1.6881 -0.9513 4.9133 0.127
H 0.6399 0.3690 5.4772 0.125
H -1.2929 0.9185 4.3180 0.089
H -1.5063 0.3303 2.6631 0.095
H -0.1269 1.3675 3.0504 0.092
H -1.2340 -3.3922 1.6618 0.147
H -1.9718 -3.4062 -0.5614 0.161
H -2.2288 -2.5366 -2.7677 0.116
H -1.7183 -0.6912 -4.3661 0.116
H 1.1973 3.9166 -3.4628 0.115
H 2.8585 3.2545 -3.3962 0.135
H 2.6592 4.6177 -5.4634 0.130
H 1.1643 3.7334 -5.9069 0.131
H 3.0696 0.7867 -6.5915 0.130
H 1.4099 1.4641 -6.5957 0.115
H 1.5767 0.0073 -4.6449 0.122
H 3.0882 0.7988 -4.1203 0.135
H 0.4263 1.3744 -1.3255 0.133
```

The value obtained for the energy relative to the best compared isomer or geometry (same formula, charge and spin) is 44.0 kcal per mole. Its structure (SMILES) is CCCCN(C)C(=O)c1c[nH]c2ccc(S(=O)(=O)N3CCOCC3)cc2c1=O. As for the LUMO energy: -0.134 eV. Its spin multiplicity is 1.

***

Molecular formula: C45H53N3O6Si2Te2Zr
Method: DFT, the ωB97M-V functional and the def2-TZVPD basis

The geometry in XYZ format:
```
112
Properties=species:S:1:pos:R:3:mulliken_spin:R:1
Zr -0.3546 0.5223 0.2545 0.048
O 2.1338 -4.5653 2.6061 0.000
C 1.7751 -3.4163 2.0285 0.000
C 1.6425 -3.2771 0.6387 0.000
C 1.2370 -2.0609 0.1572 0.000
N 0.9972 -1.0364 0.9713 0.002
C 1.1019 -1.1615 2.2995 0.000
C 1.4920 -2.3388 2.8775 0.000
C 0.6229 0.0853 3.0365 0.002
O 0.8151 0.2325 4.2117 0.000
O -0.0640 0.8735 2.2381 0.003
C 0.8399 -1.7557 -1.2827 -0.001
O 0.9860 -2.5812 -2.1518 0.000
O 0.2479 -0.5936 -1.3965 0.003
H 2.3097 -5.2502 1.9515 0.000
H 1.8179 -4.1008 -0.0435 0.000
H 1.5642 -2.4379 3.9528 0.000
N -1.7844 -1.4326 0.2685 -0.001
C -2.2954 -2.1151 -0.5034 0.001
C -2.9683 -2.9359 -1.4590 0.001
C -4.3627 -3.0396 -1.3923 0.000
C -5.0278 -3.7968 -2.3357 0.000
C -4.3120 -4.4451 -3.3371 0.000
C -2.9282 -4.3438 -3.3953 0.000
C -2.2438 -3.5919 -2.4565 0.000
H -4.9026 -2.5288 -0.6043 0.000
H -6.1060 -3.8804 -2.2945 0.000
H -4.8411 -5.0322 -4.0769 0.000
H -2.3772 -4.8487 -4.1785 0.000
H -1.1660 -3.4962 -2.5022 -0.001
C -2.0725 1.2455 -9.8386 0.000
C -1.7546 1.3151 -8.3681 -0.004
C -2.0120 0.2400 -7.5243 0.011
C -1.7445 0.2926 -6.1604 -0.066
C -2.0393 -0.9374 -5.3215 0.089
C -1.2236 1.4827 -5.6285 0.083
Te -1.0340 1.4712 -3.4515 0.666
N -0.8122 2.0677 -1.1124 0.153
C 0.3629 2.5664 -0.7955 -0.017
O 1.1036 1.9268 0.0816 0.009
C 0.8842 3.8867 -1.2705 -0.008
C 1.3159 4.1087 -2.5711 0.063
C 1.7296 5.3765 -2.9580 0.021
C 1.6993 6.4245 -2.0502 0.000
C 1.2952 6.1977 -0.7405 0.001
C 0.9037 4.9283 -0.3444 -0.003
C -2.8966 2.4946 -3.3479 0.112
C -3.0184 3.7360 -3.9621 -0.058
C -4.1850 4.4738 -3.8306 -0.009
C -5.2357 3.9701 -3.0820 0.013
C -5.1263 2.7183 -2.4951 -0.010
C -3.9683 1.9574 -2.6247 -0.066
C -3.9296 0.5708 -2.0455 0.046
C -0.8812 2.5460 -6.4648 -0.051
C -0.1402 3.7712 -5.9774 0.045
C -1.1713 2.4506 -7.8212 0.002
H -2.4616 0.2659 -10.1113 0.000
H -1.1807 1.4397 -10.4374 0.000
H -2.8165 1.9978 -10.1066 0.000
H -2.4372 -0.6695 -7.9381 0.005
H -2.2496 -1.7872 -5.9701 0.002
H -2.9148 -0.7869 -4.6823 -0.016
H -1.1961 -1.2101 -4.6831 -0.021
H 1.3639 3.2859 -3.2728 -0.031
H 2.0802 5.5439 -3.9699 0.001
H 2.0059 7.4155 -2.3603 0.000
H 1.2831 7.0112 -0.0253 0.000
H 0.6104 4.7321 0.6804 -0.001
H -2.2008 4.1361 -4.5447 -0.019
H -4.2630 5.4421 -4.3083 -0.001
H -6.1475 4.5430 -2.9653 0.001
H -5.9604 2.3127 -1.9320 0.000
H -4.7127 0.4357 -1.3006 0.000
H -2.9687 0.3724 -1.5808 -0.001
H -4.0830 -0.1690 -2.8340 -0.004
H -0.1687 3.8634 -4.8933 0.007
H -0.5480 4.6827 -6.4170 0.002
H 0.9101 3.7088 -6.2739 0.002
H -0.9207 3.2856 -8.4713 0.000
C -5.4333 0.4883 4.2277 0.000
Si -4.2872 -0.9508 3.8742 0.000
C -4.9901 -2.0413 2.5155 0.000
C -3.8977 -1.9102 5.4247 0.000
C -2.6574 -0.2827 3.1689 0.000
Te -2.9754 1.0570 1.5288 -0.001
C -2.6970 2.8647 2.6361 0.000
Si -3.6084 4.3482 1.8507 -0.001
C -3.3805 5.8201 2.9759 0.000
C -5.4269 3.8995 1.7456 0.000
C -2.9367 4.6862 0.1412 0.000
H -6.4733 0.1641 4.3231 0.000
H -5.3862 1.2215 3.4198 0.000
H -5.1572 0.9892 5.1613 0.000
H -6.0186 -2.3528 2.7187 0.000
H -4.3857 -2.9459 2.3881 0.000
H -4.9860 -1.4893 1.5697 0.000
H -4.7960 -2.3830 5.8348 0.000
H -3.4902 -1.2471 6.1935 0.000
H -3.1613 -2.6967 5.2361 0.000
H -2.0438 -1.0996 2.7879 0.000
H -2.0727 0.2712 3.9059 0.000
H -1.6191 3.0010 2.7227 0.000
H -3.1077 2.6679 3.6285 0.000
H -3.7903 5.6263 3.9720 0.000
H -3.9044 6.6902 2.5649 0.000
H -2.3267 6.0897 3.0918 0.000
H -5.8532 3.7333 2.7403 0.000
H -5.5709 2.9864 1.1614 0.000
H -5.9998 4.6992 1.2663 0.000
H -2.0832 5.3705 0.1793 0.000
H -3.6976 5.1450 -0.4980 0.000
H -2.5982 3.7749 -0.3542 -0.001
```

The value obtained for the energy relative to the best compared isomer or geometry (same formula, charge and spin) is 0.0 kcal per mole. Its charge is +1. As for the LUMO energy (alpha / beta): -2.849 / -4.646 eV. Its expectation value of S² is 0.75. Its spin multiplicity is 2.

***

Molecular formula: C4H10O2P
Method: DFT, the ωB97M-V functional and the def2-TZVPD basis

The geometry in XYZ format:
```
17
Properties=species:S:1:pos:R:3:lowdin_charge:R:1
C 0.4084 2.2724 -0.7871 -0.460
C 0.7484 -1.4689 0.6636 -0.202
C -2.3457 0.5128 0.0293 -0.495
C 1.2538 -0.1657 0.0594 -0.467
O -2.9950 -0.7669 -0.1977 -0.110
O -1.3541 0.4380 0.9190 -0.410
P 0.4023 1.4170 0.6601 0.807
H 0.1073 3.3059 -0.7840 -0.079
H 0.4751 1.7923 -1.7553 -0.055
H 1.4273 -2.2997 0.4391 0.052
H 0.6484 -1.3673 1.7417 0.054
H -0.2351 -1.7014 0.2644 0.038
H -3.1583 1.1956 0.3710 0.095
H -2.5272 -1.3564 0.4063 0.049
H -2.0035 0.8860 -0.9629 0.089
H 1.1705 -0.2034 -1.0320 0.050
H 2.3165 -0.0356 0.3048 0.045
```

The value obtained for the energy relative to the best compared isomer or geometry (same formula, charge and spin) is 43.0 kcal per mole. Its charge is -1. As for the LUMO energy: 4.065 eV. Its spin multiplicity is 1.